(1)
The following is a DFT calculation (ωB97M-V/def2-TZVPD) of 2 unconnected molecules or ions with the total composition C2H3BrO.

Calculated values
* energy relative to the best compared isomer or geometry (same formula, charge and spin): 66.1 kcal/mol
* HOMO energy (alpha / beta): -9.12 / -9.11 eV
* total charge: 0
* frontier orbital gap (alpha / beta): 0.300 / 0.300 hartree

Last column: Mulliken charge in e.
Element x y z (Å)
C (-1.17, -0.39, 0.09)  0.32
C (1.09, 0.24, -0.04)  -0.67
O (-1.29, -1.56, -0.04)  -0.32
Br (-2.64, 0.88, 0.01)  -0.13
H (1.52, 0.67, -0.94)  0.26
H (1.30, -0.83, 0.15)  0.28
H (1.20, 0.99, 0.77)  0.26

***

(2)
The following is a DFT calculation (ωB97M-V/def2-TZVPD) of 2 unconnected molecules or ions with the total composition C2H3BrO2.

Calculated values
* energy relative to the best compared isomer or geometry (same formula, charge and spin): 157.4 kcal/mol
* HOMO energy (alpha / beta): -10.78 / -9.71 eV
* total charge: 0
* frontier orbital gap (alpha / beta): 0.344 / 0.237 hartree

Last column: Mulliken charge in e.
Element x y z (Å)
C (-0.55, 0.96, 0.47)  0.55
C (0.13, -0.09, -0.34)  -1.15
O (-0.36, 2.27, 0.12)  -0.23
O (-1.48, 1.56, -0.41)  -0.26
Br (3.31, 0.32, 0.14)  -0.11
H (-0.83, 0.83, 1.44)  0.44
H (0.19, 0.27, -1.35)  0.37
H (0.26, -1.08, 0.04)  0.39

***

(3)
The following is a DFT calculation (ωB97M-V/def2-TZVPD) of 2 unconnected molecules or ions with the total composition C2H3BrO2.

Calculated values
* energy relative to the best compared isomer or geometry (same formula, charge and spin): 129.5 kcal/mol
* HOMO energy (alpha / beta): -5.42 / -10.43 eV
* total charge: 0
* 2S+1: 3
* frontier orbital gap (alpha / beta): 0.228 / 0.221 hartree

Last column: Mulliken charge in e.
Element x y z (Å)
C (0.00, 0.17, 0.66)  0.36
C (-0.23, -0.28, -0.78)  -0.83
O (0.07, -0.63, 1.72)  -0.22
O (1.24, -0.07, 1.17)  -0.28
Br (0.30, 1.12, -2.01)  0.05
H (-0.48, 1.52, 0.91)  0.21
H (-1.25, -0.56, -0.81)  0.38
H (0.35, -1.27, -0.87)  0.33

***

(4)
The following is a DFT calculation (ωB97M-V/def2-TZVPD) of C2H3BrOS in the gas phase.

Calculated values
* energy relative to the best compared isomer or geometry (same formula, charge and spin): 45.9 kcal/mol
* HOMO energy (alpha / beta): -8.71 / -8.90 eV
* total charge: 0
* frontier orbital gap (alpha / beta): 0.287 / 0.299 hartree

Last column: Mulliken charge in e.
Element x y z (Å)
C (-0.24, -0.22, 1.66)  0.15
C (-0.07, 0.02, 0.16)  -0.85
O (-1.57, -0.11, 3.97)  -0.50
S (-1.66, 0.47, 2.59)  0.37
Br (0.79, -1.56, 2.62)  -0.06
H (0.94, 0.36, -0.22)  0.29
H (0.10, -1.05, -0.24)  0.27
H (-0.86, 0.56, -0.31)  0.33

***

(5)
The following is a DFT calculation (ωB97M-V/def2-TZVPD) of C2H3BrS2 in the gas phase.

Calculated values
* energy relative to the best compared isomer or geometry (same formula, charge and spin): 4.7 kcal/mol
* HOMO energy: -9.14 eV
* total charge: 0
* structure (SMILES): S=C(S)CBr
* frontier orbital gap: 0.304 hartree

Last column: Mulliken charge in e.
Element x y z (Å)
S (-1.64, -0.20, 1.48)  -0.19
C (-0.47, 0.22, 0.40)  0.42
S (0.21, 1.81, 0.08)  -0.16
C (0.39, -0.91, -0.26)  -0.89
Br (0.96, -0.57, -2.14)  -0.10
H (-0.90, 2.57, 0.60)  0.18
H (0.01, -1.82, -0.34)  0.43
H (1.45, -1.10, 0.18)  0.31

***

(6)
The following is a DFT calculation (ωB97M-V/def2-TZVPD) of C2H3Cl2N in the gas phase.

Calculated values
* energy relative to the best compared isomer or geometry (same formula, charge and spin): 63.3 kcal/mol
* HOMO energy (alpha / beta): -10.28 / -10.24 eV
* total charge: 0
* frontier orbital gap (alpha / beta): 0.333 / 0.331 hartree

Last column: Mulliken charge in e.
Element x y z (Å)
C (-0.76, -0.17, -0.78)  -0.51
C (0.54, -0.02, 0.03)  0.58
N (-0.07, -0.24, 1.23)  -0.49
Cl (1.36, 1.65, -0.19)  -0.21
Cl (1.88, -1.31, -0.20)  -0.19
H (-1.35, 0.76, -0.77)  0.28
H (-1.20, -1.13, -1.08)  0.29
H (-0.41, 0.47, 1.77)  0.25